Record 1
Molecular formula: C12H38BrN10O6
Method: DFT, ωB97M-V/def2-TZVPD

Energy above the lowest of the compared OMol25 structures with the same formula, charge and spin   575.77 kJ/mol
Frontier orbital gap   7.0876 eV
Highest occupied orbital energy   -4.7062 eV
Net charge   -1

Last column: natural (NBO) charge in e.
Positions of all 67 atoms, in Å:
Br  0.5700  0.7856  -2.1595  -0.995
C  -3.6505  2.4029  0.8290  -0.618
C  -3.5283  1.3423  1.9341  -0.046
C  -4.9520  0.9193  2.5319  -0.061
O  -5.2761  -0.4920  2.4502  -0.534
C  -6.5036  -0.8202  3.0936  -0.254
N  -2.6136  0.2351  1.5857  -0.821
H  -4.2191  1.9658  0.0082  0.211
H  -2.6644  2.7897  0.5723  0.226
H  -4.1808  3.1899  1.3653  0.194
H  -3.0456  1.8589  2.7637  0.160
H  -5.8195  1.3986  2.0783  0.155
H  -4.9692  1.1846  3.5889  0.152
H  -6.8842  -0.1910  3.8981  0.160
H  -6.4365  -1.8495  3.4460  0.189
H  -7.3014  -0.7157  2.3583  0.161
H  -2.1648  0.2606  0.6813  0.380
H  -1.8124  0.5854  2.0911  0.344
C  2.9844  -2.3036  5.7509  -0.626
C  4.1763  -1.6864  5.0194  -0.056
C  4.0116  -1.2414  3.4889  -0.074
O  3.7403  -2.4286  2.6575  -0.561
C  3.1728  -2.0776  1.3853  -0.251
N  4.5221  -0.5152  5.7822  -0.836
H  2.2264  -1.5207  5.7253  0.200
H  2.9988  -2.4423  6.8319  0.219
H  2.8822  -3.3122  5.3501  0.226
H  4.9852  -2.4165  4.9919  0.179
H  4.8259  -0.6141  3.1263  0.168
H  3.1249  -0.6100  3.4332  0.158
H  2.2196  -1.5838  1.5741  0.186
H  3.1843  -3.0125  0.8250  0.194
H  3.7519  -1.3855  0.7738  0.166
H  3.7079  0.0738  5.6813  0.350
H  5.3906  -0.1359  5.4328  0.357
C  -0.6096  -4.3817  -1.6555  0.747
O  -1.2842  -3.7331  -0.8866  -0.640
N  -0.5311  -5.7037  -1.6136  -0.841
N  0.0179  -3.9567  -2.7128  -0.835
H  -0.0308  -6.1745  -2.3540  0.366
H  -0.8642  -6.2600  -0.8392  0.401
H  0.2219  -4.5803  -3.4807  0.374
H  0.0859  -2.9612  -2.8693  0.427
C  4.7299  -2.3195  -5.4337  0.767
O  5.4959  -3.1949  -5.6253  -0.654
N  3.8431  -1.8004  -6.3304  -0.864
N  4.5329  -1.7018  -4.2751  -0.845
H  3.9125  -2.0689  -7.3016  0.395
H  3.2553  -1.0232  -6.0647  0.391
H  5.2028  -1.8770  -3.5399  0.404
H  3.6651  -1.1963  -4.1682  0.406
C  -4.0544  1.5632  -5.2497  0.747
O  -5.1298  2.0266  -5.6438  -0.694
N  -3.4491  0.4911  -5.6854  -0.833
N  -3.1707  2.1979  -4.5509  -0.840
H  -2.4660  0.3871  -5.4785  0.413
H  -4.0715  -0.0743  -6.2450  0.397
H  -2.5622  1.6564  -3.9538  0.410
H  -3.1953  3.2000  -4.4266  0.398
C  0.8623  6.5826  0.3073  0.748
O  0.2267  6.0710  1.1996  -0.658
N  1.3841  7.7695  0.2487  -0.831
N  1.2143  5.8712  -0.7679  -0.838
H  1.2104  8.4300  0.9928  0.399
H  2.2099  7.9021  -0.3175  0.384
H  1.6990  6.3582  -1.5081  0.368
H  1.1963  4.8626  -0.7169  0.428

***

Record 2
Molecular formula: C12H38F2IN3O9PS
Method: DFT, ωB97M-V/def2-TZVPD

Frontier orbital gap   6.5272 eV
Highest occupied orbital energy   -11.2045 eV
Net charge   +1

Last column: natural (NBO) charge in e.
Positions of all 67 atoms, in Å:
C  2.2307  -3.5317  4.7847  -0.686
C  2.3782  -2.0334  4.1346  0.196
F  1.5387  -1.0296  4.8898  -0.417
C  1.8779  -2.1618  2.5545  -0.280
N  2.5237  -1.1293  1.7400  -0.506
C  2.7170  -1.4187  0.2813  -0.407
S  4.5499  -1.7574  -0.1365  1.739
O  5.1230  -2.5763  1.0576  -0.885
O  5.3734  -0.4374  -0.3189  -0.878
C  2.3278  0.2998  2.0989  0.694
N  1.0956  1.1514  2.1063  -0.935
P  -0.4322  0.3292  1.8331  1.069
O  -0.4220  -0.8468  0.5587  -0.999
I  -1.9403  2.1250  0.9425  -0.059
N  3.5107  0.9783  2.4391  0.066
C  3.6000  2.4568  2.7554  -0.483
F  4.7004  0.2866  2.4849  -0.118
H  1.7433  -3.4000  5.8497  0.299
H  1.5404  -4.1554  4.0716  0.205
H  3.2772  -4.0555  4.8161  0.245
H  3.4903  -1.6106  4.1913  0.202
H  2.2510  -3.2388  2.1857  0.272
H  0.7094  -2.2188  2.5483  0.228
H  2.4386  -0.4690  -0.3825  0.261
H  2.1240  -2.3230  -0.1631  0.276
H  4.5736  -2.4983  -1.3289  0.086
H  0.9897  1.6181  3.0633  0.459
H  -1.2789  -1.3840  0.6397  0.534
H  4.7318  2.7182  2.9901  0.297
H  2.8836  2.6823  3.6516  0.240
H  3.2212  3.0958  1.8328  0.269
C  0.1170  3.9086  -2.6282  -0.245
O  -1.1631  3.3043  -2.6035  -0.739
H  0.3807  4.1400  -3.6629  0.194
H  0.0962  4.8322  -2.0445  0.167
H  0.8549  3.2184  -2.2121  0.150
H  -1.3697  3.1106  -1.6734  0.469
C  -4.5096  5.3907  0.1108  -0.247
O  -4.0968  4.1336  -0.3928  -0.748
H  -4.0445  5.5528  1.0860  0.181
H  -4.1955  6.1804  -0.5761  0.172
H  -5.5966  5.4006  0.2218  0.174
H  -4.5250  4.0178  -1.2580  0.478
C  -1.3890  0.1179  -4.9826  -0.258
O  -2.6880  0.5661  -4.6421  -0.757
H  -1.4687  -0.8383  -5.5050  0.189
H  -0.9101  0.8497  -5.6378  0.177
H  -0.7982  -0.0145  -4.0730  0.169
H  -2.5854  1.4155  -4.1803  0.489
C  0.2897  -1.4291  7.9366  -0.245
O  0.8545  -2.6903  7.6290  -0.736
H  0.8690  -0.6491  7.4371  0.184
H  -0.7437  -1.3956  7.5828  0.164
H  0.3217  -1.2683  9.0170  0.172
H  0.3200  -3.3619  8.0857  0.473
C  -2.9112  -3.4220  -4.0626  -0.247
O  -2.3079  -2.2828  -3.4773  -0.742
H  -2.1765  -4.2293  -4.1077  0.181
H  -3.7608  -3.7392  -3.4529  0.165
H  -3.2453  -3.1793  -5.0742  0.167
H  -2.9831  -1.5837  -3.4506  0.477
C  -3.3973  -0.4390  -8.2478  -0.247
O  -3.2478  0.7086  -7.4324  -0.738
H  -3.5332  -0.1228  -9.2847  0.185
H  -2.5010  -1.0597  -8.1729  0.152
H  -4.2739  -1.0054  -7.9241  0.158
H  -3.1291  0.3967  -6.5191  0.479

***

Record 3
Molecular formula: C12H38O7
Method: DFT, ωB97M-V/def2-TZVPD

SMILES   CC(C)O.CC(C)O.CC(C)O.CC(C)O.O.O.O
Energy above the lowest of the compared OMol25 structures with the same formula, charge and spin   158.04 kJ/mol
Frontier orbital gap   10.3874 eV
Highest occupied orbital energy   -9.9411 eV

Last column: natural (NBO) charge in e.
Positions of all 57 atoms, in Å:
O  4.9405  0.4906  -2.1263  -0.942
H  4.2034  0.1062  -1.6517  0.478
H  4.7448  0.3249  -3.0485  0.465
O  2.0312  0.0308  -0.9193  -0.977
H  1.4541  -0.2453  -0.2072  0.503
H  1.4372  0.2654  -1.6323  0.462
O  2.4280  -0.3555  -3.8325  -0.940
H  2.2646  0.4438  -4.3331  0.466
H  2.6794  -0.0464  -2.9621  0.471
C  -0.6516  1.3446  -3.9715  -0.631
C  -2.0328  1.0100  -3.6885  0.098
C  -3.0409  1.3635  -4.8812  -0.656
O  -2.2245  -0.3811  -3.3521  -0.726
H  -0.5444  2.4271  -4.0415  0.223
H  -0.1947  0.8262  -4.8145  0.212
H  -0.2177  1.0337  -3.0212  0.201
H  -2.3466  1.5134  -2.7740  0.179
H  -2.8184  2.2619  -5.4568  0.213
H  -4.0764  1.5055  -4.5718  0.221
H  -3.2161  0.5267  -5.5574  0.205
H  -2.1245  -0.8219  -4.1990  0.461
C  0.2335  -2.4285  1.6991  -0.655
C  -0.2681  -2.2197  0.2728  0.087
C  -1.5714  -2.8054  -0.2011  -0.655
O  -0.2675  -0.8138  0.0447  -0.765
H  0.4236  -3.4689  1.9628  0.230
H  -0.5804  -2.2627  2.4050  0.227
H  1.0787  -1.7823  1.9358  0.228
H  0.4595  -2.5575  -0.4652  0.174
H  -2.4649  -2.4470  0.3101  0.219
H  -1.6435  -3.8840  -0.0613  0.226
H  -1.7565  -2.6799  -1.2679  0.226
H  -0.8207  -0.6118  -0.7135  0.493
C  -1.3649  2.0609  1.2407  -0.650
C  -2.4167  1.0366  1.6922  0.105
C  -3.3513  0.5061  0.5681  -0.628
O  -1.7239  -0.0500  2.3151  -0.763
H  -0.4206  1.6502  0.8833  0.223
H  -1.1872  2.6395  2.1472  0.218
H  -1.7855  2.8469  0.6136  0.205
H  -3.1777  1.4533  2.3520  0.176
H  -4.0979  1.2514  0.2938  0.206
H  -3.8708  -0.3880  0.9131  0.215
H  -2.8050  0.2332  -0.3347  0.183
H  -1.1411  -0.5043  1.7023  0.490
C  2.6234  0.0683  5.5045  -0.632
C  2.8938  -0.2424  3.9845  0.094
C  1.9290  0.4951  3.1443  -0.636
O  4.2270  0.2487  3.7214  -0.726
H  3.2575  -0.4420  6.2295  0.204
H  1.5859  -0.1487  5.7589  0.203
H  2.7122  1.1370  5.6994  0.211
H  2.7520  -1.3069  3.7979  0.158
H  2.0953  0.3046  2.0841  0.208
H  1.9798  1.5727  3.2998  0.218
H  0.8947  0.2463  3.3820  0.229
H  4.8749  -0.3310  4.1286  0.468

***

Record 4
Molecular formula: C12H38O7
Method: DFT, ωB97M-V/def2-TZVPD

SMILES   CC(C)O.CC(C)O.CC(C)O.CC(C)O.O.O.O
Energy above the lowest of the compared OMol25 structures with the same formula, charge and spin   213.43 kJ/mol
Frontier orbital gap   10.0114 eV
Highest occupied orbital energy   -9.5740 eV

Last column: natural (NBO) charge in e.
Positions of all 57 atoms, in Å:
O  -6.4879  12.8664  15.6597  -0.930
H  -7.2651  13.4248  15.6403  0.468
H  -6.3638  12.6599  16.5861  0.464
O  -4.0799  13.9200  12.3084  -0.953
H  -4.2852  12.9879  12.2360  0.490
H  -3.1290  13.9648  12.2081  0.460
O  -3.2590  9.3058  14.4293  -0.948
H  -2.3121  9.3740  14.3064  0.477
H  -3.3937  9.4848  15.3599  0.480
C  -7.4728  12.7518  7.6342  -0.654
C  -6.9636  13.5554  6.4004  0.099
C  -8.0426  14.5278  5.8754  -0.629
O  -5.8631  14.3452  6.6960  -0.707
H  -7.8797  11.7465  7.5253  0.215
H  -8.3273  13.2633  8.0773  0.201
H  -6.6987  12.7837  8.4010  0.227
H  -6.7502  12.9321  5.5320  0.171
H  -8.0293  15.4151  6.5083  0.188
H  -9.0722  14.1826  5.7811  0.212
H  -7.7920  14.7127  4.8309  0.213
H  -6.1706  15.2021  7.0007  0.465
C  -6.9550  11.4948  12.1369  -0.633
C  -5.9973  10.4046  11.8565  0.096
C  -5.8075  10.2495  10.3004  -0.646
O  -4.7455  10.8121  12.3714  -0.768
H  -7.9789  11.2210  11.8826  0.204
H  -6.6561  12.4244  11.6525  0.215
H  -7.0408  11.6648  13.2101  0.225
H  -6.2929  9.4987  12.3857  0.169
H  -5.2598  10.9729  9.6963  0.222
H  -6.7217  9.9762  9.7736  0.204
H  -5.1528  9.3971  10.1190  0.204
H  -4.3607  10.1163  12.9093  0.502
C  -1.2015  9.6100  6.4549  -0.631
C  -2.8117  9.3499  6.3914  0.121
C  -3.6369  10.3717  7.1460  -0.641
O  -3.0906  9.3642  5.0424  -0.724
H  -1.0298  9.3978  7.5101  0.200
H  -0.9705  10.6520  6.2339  0.208
H  -0.6778  8.9913  5.7261  0.200
H  -2.9474  8.3197  6.7207  0.144
H  -4.7096  10.1997  7.0577  0.215
H  -3.4382  11.3522  6.7134  0.222
H  -3.4321  10.4813  8.2110  0.221
H  -2.7082  8.5800  4.6418  0.466
C  -7.2336  8.6881  5.0286  -0.645
C  -7.4297  7.4006  5.9566  0.101
C  -7.7293  7.9215  7.3442  -0.630
O  -8.5661  6.6493  5.5905  -0.710
H  -8.1007  9.3400  4.9220  0.211
H  -6.9690  8.3084  4.0418  0.198
H  -6.4489  9.3744  5.3469  0.217
H  -6.5102  6.8156  5.9386  0.157
H  -8.6736  8.4611  7.4172  0.214
H  -7.0532  8.7595  7.5136  0.209
H  -7.7743  7.1301  8.0923  0.215
H  -8.3572  6.2807  4.7290  0.461

***

- What is the formula in the fourth record?
  C12H38O7

***

- Which of these has the lowest frontier orbital gap?
  C12H38F2IN3O9PS

***

- Among the records above, which one has the highest highest occupied orbital energy?
  C12H38BrN10O6

***

- The lowest frontier orbital gap belongs to which entry?
  C12H38F2IN3O9PS